# 1
This record from the Open Molecules 2025 dataset describes C5H10N2 in the gas phase in a non-equilibrium geometry. The level of theory is ωB97M-V with the def2-TZVPD basis set.

The HOMO energy is -7.7 eV. For the energy above the lowest of the compared OMol25 structures with the same formula, charge and spin, the calculation gives 1.086 eV. As for the SMILES: C=NC(N)=C(C)C. The calculation puts the LUMO energy at 0.993 eV.

Structure (XYZ):
```
17
Properties=species:S:1:pos:R:3:lowdin_charge:R:1
C 1.77754 0.55733 -1.01355 -0.06
C -0.71172 0.21180 -1.78105 -0.05
C -0.07451 0.02837 0.61166 -0.40
C 0.35477 0.27522 -0.64190 -0.26
N 0.74909 -0.16712 1.73248 0.10
C -1.91666 -0.94669 1.65476 -0.03
N -1.43058 -0.20661 0.75955 0.01
H 0.31063 0.15442 2.58530 0.08
H 1.68022 0.20753 1.62510 0.07
H 2.38765 0.88918 -0.17421 0.06
H 2.24079 -0.34268 -1.42206 0.08
H -0.47841 -0.65228 -2.41206 0.07
H -0.63249 1.11479 -2.37886 0.06
H -1.73620 0.10178 -1.44761 0.05
H 1.80530 1.32320 -1.79198 0.08
H -1.33250 -1.50490 2.39887 0.07
H -2.99292 -1.04334 1.69555 0.06
```

***

# 2
This record from the Open Molecules 2025 dataset describes C5H10N2 in the gas phase in a non-equilibrium geometry. The level of theory is ωB97M-V with the def2-TZVPD basis set.

The HOMO energy (alpha / beta) is -6.8 / -6.4 eV. For the energy above the lowest of the compared OMol25 structures with the same formula, charge and spin, the calculation gives 4.337 eV. The calculation puts the LUMO energy (alpha / beta) at 0.757 / 0.546 eV.

Structure (XYZ):
```
17
Properties=species:S:1:pos:R:3:lowdin_charge:R:1
C 1.73983 0.31868 -1.74452 -0.07
C 0.36761 0.71626 -1.29282 -0.16
N -0.61054 -0.12146 -1.01056 -0.05
C -1.50063 0.36683 -0.06901 -0.16
C -1.03784 0.31818 1.35224 -0.35
C -0.58280 -0.98182 1.93842 -0.16
N 0.35126 0.12938 1.74229 0.01
H 2.00924 0.76928 -2.70840 0.07
H 1.85612 -0.76950 -1.83070 0.08
H 2.47837 0.67172 -1.01660 0.08
H -0.00012 1.67797 -0.91905 0.12
H -0.60137 -1.07639 -1.38311 0.16
H -2.54092 0.11304 -0.23005 0.08
H -1.56302 0.99965 2.01964 0.12
H -0.78291 -1.25920 2.97099 0.09
H -0.52749 -1.82595 1.24755 0.09
H 0.94520 -0.04666 0.93367 0.06
```

***

# 3
This record from the Open Molecules 2025 dataset describes C5H10N2 in the gas phase in a non-equilibrium geometry. The level of theory is ωB97M-V with the def2-TZVPD basis set.

The HOMO energy is -7.7 eV. For the energy above the lowest of the compared OMol25 structures with the same formula, charge and spin, the calculation gives 5.003 eV. The calculation puts the LUMO energy at 0.978 eV.

Structure (XYZ):
```
17
Properties=species:S:1:pos:R:3:lowdin_charge:R:1
C 0.06973 -1.21650 0.63694 -0.09
C -0.74500 -0.18823 -0.05371 -0.41
C 0.47383 0.20761 0.81799 -0.29
C -0.60956 -0.05217 -1.54291 -0.05
C 1.76416 0.67339 0.24119 -0.07
N -1.92600 0.43441 0.59442 -0.13
N -1.85688 0.55735 1.74129 0.08
H -0.37855 -1.93459 1.38805 0.13
H 0.69662 -1.86751 0.07811 0.09
H -0.66657 0.97243 -2.03549 0.10
H -1.34733 -0.78794 -2.14145 0.13
H 0.32844 -0.33966 -1.84911 0.03
H 2.22653 1.16524 0.98477 0.03
H 1.69649 1.28234 -0.59405 0.04
H 2.40929 -0.26644 -0.15524 0.14
H -2.58314 0.81125 -0.05289 0.12
H 0.44795 0.54901 1.94208 0.16
```

***

# 4
This record from the Open Molecules 2025 dataset describes C5H10N2 in the gas phase in a non-equilibrium geometry. The level of theory is ωB97M-V with the def2-TZVPD basis set.

The HOMO energy is -8.5 eV. For the energy above the lowest of the compared OMol25 structures with the same formula, charge and spin, the calculation gives 2.964 eV. As for the SMILES: [H]/N=C\N1CC(C)C1. The calculation puts the LUMO energy at 0.926 eV.

Structure (XYZ):
```
17
Properties=species:S:1:pos:R:3:lowdin_charge:R:1
C 1.17872 -2.03358 0.19626 -0.08
C -0.14030 -1.21963 0.28644 -0.19
C -0.28043 -0.09958 -1.18886 -0.07
C 0.04772 0.16639 0.91966 -0.19
C -0.66844 2.11941 -0.46200 -0.29
H 0.87943 -3.07484 -0.08533 0.08
H 1.81027 -1.95073 1.09499 0.07
H 1.71800 -1.53599 -0.66650 0.08
H -1.11087 -1.61116 0.50704 0.10
H -1.32065 -0.18457 -1.74477 0.14
H 0.58615 -0.49936 -1.73625 0.08
H 1.07174 0.11349 1.29923 0.11
H -0.63602 0.53713 1.73940 0.14
H -0.86977 2.27472 -1.47781 0.09
H -1.02885 3.03772 1.29473 0.03
N -0.12185 0.89084 -0.24390 -0.18
N -1.11486 3.06975 0.26767 0.08
```

***

# 5
This record from the Open Molecules 2025 dataset describes a gas-phase ion, C5H10N2 (charge +2) in a non-equilibrium geometry. The level of theory is ωB97M-V with the def2-TZVPD basis set.

The HOMO energy (alpha / beta) is -18.4 / -18.4 eV. The total charge is +2. For the energy above the lowest of the compared OMol25 structures with the same formula, charge and spin, the calculation gives 4.423 eV. The calculation puts the LUMO energy (alpha / beta) at -10.147 / -11.284 eV.

Structure (XYZ):
```
17
Properties=species:S:1:pos:R:3:lowdin_charge:R:1
C -1.01430 -0.98665 0.97551 0.23
C -0.43054 1.01165 -0.07115 0.01
C 1.87477 0.14931 -0.07229 0.09
C 3.14736 -0.37352 -0.13865 0.01
C -2.68453 0.19663 -0.24000 0.04
N 0.90339 0.94202 -0.17739 0.13
N -1.28812 0.00188 0.22973 -0.12
H 0.01474 -1.15603 1.44125 0.16
H -0.90496 1.82758 -0.64798 0.18
H -1.81153 -1.71357 0.98332 0.14
H 3.38410 -1.39064 -0.45132 0.13
H 3.68139 -0.15550 0.86791 0.18
H 3.73403 0.22136 -0.91033 0.16
H -3.34754 0.21167 0.62732 0.13
H -3.12454 -0.52556 -1.02666 0.17
H -2.80388 1.14379 -0.77774 0.11
H 1.17718 1.96691 -0.31715 0.24
```

***

# 6
This record from the Open Molecules 2025 dataset describes 2 unconnected molecules or ions with the total composition C5H10N2O in a non-equilibrium geometry. The level of theory is ωB97M-V with the def2-TZVPD basis set.

The HOMO energy (alpha / beta) is 1.0 / -5.0 eV. The total charge is -1. The expectation value of S² is 0.75. For the energy above the lowest of the compared OMol25 structures with the same formula, charge and spin, the calculation gives 1.874 eV. The calculation puts the LUMO energy (alpha / beta) at 3.670 / 3.548 eV. The spin multiplicity is 2.

Structure (XYZ):
```
18
Properties=species:S:1:pos:R:3:lowdin_charge:R:1
C 1.39342 -2.41538 -0.34660 -0.14
C 1.30260 -0.90625 -0.73539 -0.26
C 0.62589 0.01936 0.13258 -0.34
C 0.04999 1.16027 -0.38443 -0.26
N -0.37173 2.00717 0.63820 0.03
C -0.18204 1.22274 1.83697 -0.30
N 0.45506 0.07659 1.55237 0.06
H 1.21619 -2.58273 0.80916 0.10
H 2.28490 -2.63043 -0.82790 0.01
H 0.72085 -3.20985 -0.91213 0.08
H 2.38246 -0.76710 -0.69652 0.09
H 0.92434 -0.81499 -1.80166 0.12
H -0.23384 1.49524 -1.36982 0.05
H -0.77917 2.86089 0.50385 -0.06
H -0.71957 1.52692 2.81518 0.08
H -3.29914 1.33582 0.27403 -0.03
H -2.43016 0.74877 -0.87977 -0.05
O -3.34007 0.87296 -0.60811 -0.21
```